1.
CH3O3 | ωB97M-V/def2-TZVPD

Positions of all 7 atoms, in Å:
1 O -1.025 -0.994 -1.490
2 H -0.807 -0.462 -0.621
3 O -0.670 0.296 0.681
4 C 0.523 0.652 0.960
5 O 1.384 1.291 0.343
6 H 0.752 0.379 2.008
7 H -0.158 -1.162 -1.880

Summary:
E_tot = -7229.777 eV
Gap between HOMO and LUMO = 9.024 eV
Relative energy (zero: lowest compared OMol25 entry of this formula, charge and spin) = 22.1 kJ/mol
Total charge = -1
2S+1 = 1
LUMO energy = 4.6 eV
Highest occupied orbital energy = -4.436 eV

***

2.
C5H8NP | ωB97M-V/def2-TZVPD

Positions of all 15 atoms, in Å:
1 C -0.789 1.795 0.867
2 C -0.836 -1.736 -0.265
3 C 0.139 -1.579 0.675
4 C -2.085 -1.174 -0.123
5 C 1.520 -2.062 0.456
6 N -1.146 1.213 -0.042
7 P -3.604 -0.816 -0.116
8 H -0.500 2.011 1.786
9 H -2.435 5.537 0.251
10 H -0.789 -2.308 -1.156
11 H -0.030 -0.977 1.553
12 H 1.704 -2.714 -0.439
13 H 1.875 -2.450 1.367
14 H 2.067 -1.089 0.239
15 H -1.701 5.073 0.501

Summary:
E_tot = -16088.489 eV
Gap between HOMO and LUMO = 8.354 eV
Relative energy (zero: lowest compared OMol25 entry of this formula, charge and spin) = 423.8 kJ/mol
2S+1 = 1
LUMO energy = 0.3 eV
Highest occupied orbital energy = -8.058 eV

***

3.
C18H36O18 | ωB97M-V/def2-TZVPD

Positions of all 72 atoms, in Å:
1 C -26.079 0.022 6.293
2 O -24.728 0.287 6.606
3 C -24.361 1.540 6.832
4 O -25.081 2.493 6.960
5 O -23.058 1.500 7.147
6 C -22.485 2.718 7.556
7 H -26.132 -0.966 5.840
8 H -26.465 0.698 5.528
9 H -26.691 0.035 7.196
10 H -22.737 3.575 6.929
11 H -21.401 2.631 7.466
12 H -22.718 2.935 8.600
13 C -27.342 7.538 11.120
14 O -27.506 7.071 12.462
15 C -28.383 7.732 13.171
16 O -28.938 8.741 12.849
17 O -28.544 7.083 14.322
18 C -29.401 7.732 15.248
19 H -28.283 7.362 10.589
20 H -26.672 6.987 10.462
21 H -27.108 8.596 11.156
22 H -30.073 6.993 15.686
23 H -30.081 8.464 14.816
24 H -28.828 8.208 16.041
25 C -23.872 12.884 12.322
26 O -24.688 12.098 11.478
27 C -26.025 12.242 11.646
28 O -26.581 13.086 12.280
29 O -26.567 11.358 10.821
30 C -27.979 11.440 10.651
31 H -24.090 13.937 12.132
32 H -22.823 12.710 12.092
33 H -23.949 12.716 13.398
34 H -28.574 11.762 11.501
35 H -28.300 10.460 10.311
36 H -28.261 12.127 9.847
37 C -27.045 4.318 1.433
38 O -27.095 3.338 2.480
39 C -27.451 3.762 3.688
40 O -27.475 4.913 4.047
41 O -27.637 2.710 4.465
42 C -28.252 2.863 5.730
43 H -26.349 5.122 1.642
44 H -28.070 4.683 1.329
45 H -26.862 3.758 0.521
46 H -29.334 3.002 5.734
47 H -27.773 3.540 6.431
48 H -28.171 1.883 6.202
49 C -22.287 8.637 8.975
50 O -21.185 9.535 8.995
51 C -21.432 10.811 8.805
52 O -22.507 11.312 8.695
53 O -20.251 11.418 8.762
54 C -20.213 12.744 8.324
55 H -23.198 9.130 9.295
56 H -22.075 7.723 9.530
57 H -22.311 8.229 7.958
58 H -20.474 12.868 7.270
59 H -19.240 13.195 8.505
60 H -20.891 13.460 8.806
61 C -25.097 5.365 6.362
62 O -25.092 6.764 6.262
63 C -25.630 7.516 7.200
64 O -26.259 7.097 8.142
65 O -25.386 8.783 6.939
66 C -25.627 9.695 8.016
67 H -26.107 4.962 6.501
68 H -24.529 4.938 7.184
69 H -24.887 4.977 5.367
70 H -25.339 9.206 8.944
71 H -26.671 10.001 8.046
72 H -25.013 10.589 7.936

Summary:
E_tot = -56103.616 eV
Gap between HOMO and LUMO = 11.159 eV
Relative energy (zero: lowest compared OMol25 entry of this formula, charge and spin) = 124.5 kJ/mol
SMILES = COC(=O)OC.COC(=O)OC.COC(=O)OC.COC(=O)OC.COC(=O)OC.COC(=O)OC
2S+1 = 1
LUMO energy = 0.5 eV
Highest occupied orbital energy = -10.626 eV

***

4.
C5H12O3S | ωB97M-V/def2-TZVPD

Positions of all 21 atoms, in Å:
1 C 3.359 -0.461 0.181
2 C 1.952 -0.021 -0.360
3 C 1.169 0.653 0.713
4 C -1.235 0.872 -0.995
5 C -2.495 -0.211 0.011
6 O -1.874 -1.207 0.730
7 O -3.360 -0.777 -0.893
8 O -3.067 0.658 0.902
9 S -0.193 1.762 0.125
10 H 3.948 0.430 0.610
11 H 3.004 -1.309 0.831
12 H 3.941 -0.829 -0.734
13 H 1.497 -0.908 -0.513
14 H 2.064 0.582 -1.289
15 H 0.672 -0.158 1.305
16 H 1.674 1.206 1.557
17 H -1.670 1.631 -1.662
18 H -0.811 -0.037 -1.540
19 H -1.147 -1.754 0.160
20 H -4.248 -0.294 -0.898
21 H -3.180 0.173 1.757

Summary:
E_tot = -22350.259 eV
Gap between HOMO and LUMO (spin up / spin down) = 3.499 / 7.387 eV
<S²> = 2.007
2S+1 = 3
LUMO energy (spin up / spin down) = 0.5 / -3.4 eV
Highest occupied orbital energy (spin up / spin down) = -3.044 / -10.824 eV

***

5.
C5H10N2O2 | ωB97M-V/def2-TZVPD

Positions of all 19 atoms, in Å:
1 C 2.191 0.423 0.291
2 C 1.331 1.550 -0.246
3 C -0.061 0.446 -0.566
4 C -0.167 -2.034 -0.217
5 C -1.978 0.321 1.005
6 N 1.684 -0.712 0.399
7 N 0.355 -0.707 0.106
8 O -0.283 0.410 -1.898
9 O -1.192 1.026 0.094
10 H 3.145 0.594 0.774
11 H 1.106 2.224 0.672
12 H 1.563 2.031 -1.231
13 H 0.840 -2.641 -0.457
14 H -0.570 -2.360 0.735
15 H -0.837 -1.909 -1.105
16 H -2.306 0.880 1.911
17 H -1.353 -0.574 1.333
18 H -2.904 -0.211 0.530
19 H -0.565 1.244 -2.129

Summary:
E_tot = -12414.833 eV
Gap between HOMO and LUMO (spin up / spin down) = 5.596 / 8.068 eV
<S²> = 2.007
Relative energy (zero: lowest compared OMol25 entry of this formula, charge and spin) = 149.7 kJ/mol
2S+1 = 3
LUMO energy (spin up / spin down) = 0.8 / -1.6 eV
Highest occupied orbital energy (spin up / spin down) = -4.790 / -9.674 eV

***

6.
C7H9N2 | ωB97M-V/def2-TZVPD

Positions of all 18 atoms, in Å:
1 C -1.794 1.211 1.015
2 C -2.218 1.591 -0.236
3 C -0.545 0.570 1.255
4 C 1.957 -1.100 0.853
5 C -1.614 0.994 -1.436
6 C -0.885 -0.341 -1.003
7 C 3.099 -1.532 1.559
8 N 1.067 -0.668 0.244
9 N -0.131 -0.182 0.233
10 H -2.320 1.807 1.812
11 H -2.934 2.384 -0.533
12 H -2.271 0.737 -2.153
13 H -1.028 1.763 -2.066
14 H -1.438 -1.308 -0.917
15 H -0.307 -0.636 -1.904
16 H 3.247 -2.558 1.401
17 H 2.963 -1.215 2.561
18 H 3.957 -1.076 1.178

Summary:
E_tot = -10372.346 eV
Gap between HOMO and LUMO (spin up / spin down) = 7.923 / 7.923 eV
Relative energy (zero: lowest compared OMol25 entry of this formula, charge and spin) = 596.0 kJ/mol
Total charge = +1
2S+1 = 1
LUMO energy (spin up / spin down) = -4.7 / -4.7 eV
Highest occupied orbital energy (spin up / spin down) = -12.613 / -12.613 eV

***

7.
C24H52O20S6 | ωB97M-V/def2-TZVPD

Positions of all 102 atoms, in Å:
1 O 18.813 5.528 -5.012
2 S 18.760 4.154 -4.456
3 O 18.427 2.989 -5.291
4 O 20.288 3.906 -3.576
5 C 20.547 2.632 -2.948
6 C 21.349 2.965 -1.695
7 C 17.637 4.215 -2.950
8 H 20.974 2.064 -3.774
9 H 19.540 2.245 -2.794
10 H 21.870 2.154 -1.185
11 H 20.666 3.468 -1.011
12 H 22.109 3.728 -1.867
13 H 16.720 4.762 -3.170
14 H 18.187 4.622 -2.101
15 H 17.550 3.185 -2.604
16 O 25.164 7.480 -2.081
17 S 24.020 6.933 -2.925
18 O 23.363 5.686 -2.576
19 O 22.885 8.166 -2.962
20 C 23.345 9.549 -3.324
21 C 24.254 10.195 -2.317
22 C 24.345 6.853 -4.855
23 H 22.450 10.139 -3.129
24 H 23.701 9.727 -4.339
25 H 24.308 11.279 -2.218
26 H 25.294 10.044 -2.606
27 H 24.061 9.620 -1.411
28 H 25.040 7.656 -5.101
29 H 23.391 7.094 -5.323
30 H 24.625 5.889 -5.280
31 O 25.448 6.656 -6.588
32 S 25.038 7.956 -7.103
33 O 25.768 9.196 -6.731
34 O 24.950 7.800 -8.747
35 C 24.774 8.936 -9.563
36 C 25.277 8.545 -11.001
37 C 23.182 8.093 -6.793
38 H 25.282 9.841 -9.232
39 H 23.717 9.164 -9.699
40 H 26.344 8.694 -11.171
41 H 24.874 9.284 -11.693
42 H 24.811 7.572 -11.153
43 H 22.710 9.021 -7.115
44 H 22.931 7.791 -5.776
45 H 22.837 7.211 -7.333
46 O 25.126 5.176 0.115
47 S 25.725 3.915 -0.321
48 O 25.351 2.598 0.192
49 O 25.554 3.816 -2.028
50 C 24.951 2.637 -2.577
51 C 23.484 2.828 -2.614
52 C 27.470 4.179 -0.243
53 H 25.250 1.765 -1.995
54 H 25.342 2.380 -3.561
55 H 23.208 2.983 -1.571
56 H 22.836 2.007 -2.919
57 H 23.096 3.632 -3.239
58 H 28.005 3.260 -0.482
59 H 27.714 4.327 0.809
60 H 27.529 5.042 -0.907
61 O 24.265 10.310 -6.025
62 S 22.984 10.934 -6.131
63 O 22.450 11.159 -7.476
64 O 21.884 10.145 -5.212
65 C 21.684 8.826 -5.653
66 C 20.313 8.230 -5.392
67 C 23.094 12.635 -5.246
68 H 22.455 8.166 -5.256
69 H 21.937 8.750 -6.711
70 H 20.191 7.227 -5.800
71 H 19.520 8.776 -5.903
72 H 20.153 8.093 -4.323
73 H 23.865 13.288 -5.655
74 H 23.193 12.435 -4.180
75 H 22.098 13.045 -5.415
76 O 20.622 4.620 -9.322
77 S 19.423 4.715 -8.441
78 O 18.038 4.699 -9.017
79 O 19.476 3.509 -7.339
80 C 20.743 2.837 -7.009
81 C 20.576 2.158 -5.674
82 C 19.611 6.029 -7.098
83 H 21.582 3.529 -6.940
84 H 20.951 2.105 -7.789
85 H 19.840 1.354 -5.697
86 H 20.417 2.976 -4.973
87 H 21.337 1.456 -5.332
88 H 18.641 5.971 -6.604
89 H 19.864 6.955 -7.614
90 H 20.383 5.735 -6.387
91 C 21.464 5.236 -4.509
92 C 21.972 4.094 -4.005
93 C 23.072 3.327 -4.525
94 O 23.406 2.234 -4.126
95 C 23.706 3.938 -5.815
96 C 23.178 5.119 -6.259
97 C 22.139 5.923 -5.630
98 O 21.831 7.065 -6.120
99 H 20.656 5.670 -3.940
100 H 21.551 3.754 -3.070
101 H 24.653 3.547 -6.159
102 H 23.487 5.611 -7.169

Summary:
E_tot = -131639.087 eV
Gap between HOMO and LUMO = 4.946 eV
2S+1 = 1
LUMO energy = -2.6 eV
Highest occupied orbital energy = -7.580 eV

***

8.
C3H4N2S2 | ωB97M-V/def2-TZVPD

Positions of all 11 atoms, in Å:
1 C -1.691 0.686 1.139
2 C -1.815 -1.019 -0.961
3 C 0.342 -0.209 -0.372
4 N -0.593 -0.790 -0.879
5 N 2.774 0.731 0.265
6 S -2.780 0.030 0.173
7 S 1.832 -0.809 0.195
8 H -2.275 1.435 1.544
9 H -2.388 -1.596 -1.693
10 H 3.281 0.857 -0.523
11 H 3.312 0.681 1.114

Summary:
E_tot = -27820.794 eV
Gap between HOMO and LUMO = 7.895 eV
Relative energy (zero: lowest compared OMol25 entry of this formula, charge and spin) = 578.4 kJ/mol
2S+1 = 1
LUMO energy = -0.1 eV
Highest occupied orbital energy = -7.952 eV